Record 1
Below is 40 unconnected molecules or ions with the total composition H80O40 at a distorted geometry, with properties calculated with wB97M-V/def2-TZVPD.

For the HOMO-LUMO gap, the calculation gives 9.88 eV. Its LUMO energy is -0.5 eV. Its energy above the lowest of the compared OMol25 structures with the same formula, charge and spin is 972.2 kJ/mol. Its largest force on an atom is 4.15 eV Å⁻¹.

Structure (ORCA input):
```
! wB97M-V def2-TZVPD RIJCOSX def2/J DEFGRID3
* xyz 0 1
H 1.89568 -1.65858 0.07843
H 2.04086 -3.28551 -0.34181
O 2.42468 -2.30509 -0.41990
H 3.55644 4.25965 0.71559
H 2.73438 3.83865 -0.41526
O 2.62301 4.06546 0.51677
H -5.41723 0.09303 1.95780
H -5.25187 1.60026 1.59381
O -5.89052 0.88691 1.70030
H -2.09946 -5.30510 -0.17343
H -1.31877 -6.51809 0.17848
O -1.40639 -5.86501 -0.52518
H 2.38568 0.68956 1.94797
H 1.84217 1.41741 3.37769
O 2.15970 0.65370 2.88344
H -3.12312 4.33288 -0.98446
O -3.09546 4.88976 -1.74605
H 3.10961 1.14545 -4.61356
O 3.04996 1.02262 -3.66551
H -4.56667 1.44671 -1.25987
H -4.89950 1.70652 -2.84612
O -4.83769 1.11983 -2.10493
H -1.02832 0.95002 3.75629
H 0.31290 0.45872 3.75782
O -0.41646 0.63158 4.39314
H 4.68455 3.18250 -1.73991
H 3.89622 3.81128 -3.03364
O 4.65356 3.79486 -2.47519
H -1.61331 -3.03229 -3.58756
H 0.03553 -3.07394 -3.52177
O -0.78153 -3.31972 -3.96662
H 0.39740 5.48744 2.33015
O 0.22031 5.70385 3.26181
H 0.83381 -4.21641 4.31963
H 0.15339 -2.93669 4.66788
O -0.01379 -3.88912 4.62727
H -1.96403 -0.50016 -3.27140
H -0.90970 -1.55395 -3.38696
O -1.03238 -0.60133 -3.59638
H -0.24096 4.06655 -0.90719
H -1.13546 5.42922 -0.81437
O -0.54570 4.80354 -0.38549
H -0.10083 4.01934 -3.65287
H 0.94532 2.83377 -3.85732
O 0.62320 3.52910 -3.28401
H -2.51565 -3.21481 0.29848
H -2.45955 -3.55666 -1.26485
O -2.19352 -2.93573 -0.58074
H 1.12456 1.26053 -1.74689
H 1.18324 2.45861 -0.66545
O 0.64557 1.96931 -1.29045
H 1.52300 0.39386 4.91921
O 1.52461 -0.47872 5.21810
H 0.69586 1.32150 1.43219
H 0.75365 2.92042 1.28954
O 0.28217 2.14507 1.61316
H -2.04743 0.90954 0.89605
O -2.48721 0.06041 0.78423
H -2.48445 -5.19259 2.33604
H -3.61882 -4.07454 2.29008
O -3.28299 -4.89308 1.88910
H 4.33118 -2.87900 0.12174
H 5.68382 -3.80709 0.01033
O 4.74095 -3.72682 0.02959
H -2.74602 2.99867 2.85807
H -1.41989 3.43541 3.33980
O -1.86866 2.62800 3.06706
H 0.58073 -0.96386 -4.90504
H -0.34195 -0.47690 -5.85714
O 0.55811 -0.82164 -5.86467
H -0.98669 2.92023 -2.18874
H -1.91969 1.76736 -1.84309
O -1.82049 2.72187 -1.74587
H -2.72352 -0.59115 2.77659
H -3.75443 -0.70072 3.68769
O -3.53378 -1.12281 2.83868
H 2.26232 -2.49491 3.15780
H 1.75001 -1.48747 2.32760
O 1.54578 -2.41508 2.52440
H -2.11359 -2.08073 2.06624
H -0.76244 -2.58584 1.42908
O -1.37303 -2.74741 2.18396
H 4.25607 1.52311 -0.07314
H 3.13809 0.78067 -0.68086
O 3.35504 1.68103 -0.38409
H 4.80363 -2.48401 3.01578
H 3.64690 -1.40399 2.74007
O 4.45533 -1.81140 2.42234
H 3.98601 -1.49104 -0.75749
O 4.62107 -0.87763 -1.10345
H 0.47979 -4.46742 0.00530
H 1.78220 -4.84500 0.72541
O 1.25135 -4.08720 0.46995
H 0.71720 -0.76650 5.62857
H -3.64086 4.76780 -2.51547
H -2.62608 -0.04505 -0.16897
H 2.90182 1.84518 -3.19684
H -0.63591 5.23844 3.35567
H 4.94404 -1.24302 -1.94294
O -4.86335 -2.16221 -4.12282
H -5.24626 -2.76837 -3.45550
H -4.16324 -2.82445 -4.32642
O 4.62549 -2.06920 -3.46589
H 3.74603 -2.46565 -3.53811
H 4.99023 -1.94180 -4.34545
O -3.53699 -1.16674 -2.21205
H -4.40991 -0.89623 -2.51556
H -3.53711 -2.03762 -1.80722
O 1.70427 -1.24741 -3.13593
H 2.02145 -1.50002 -2.25302
H 2.30627 -0.49389 -3.31976
O -3.85166 4.10786 1.66851
H -3.29311 3.49666 1.14872
H -3.86865 4.95625 1.21042
O 1.56893 3.15956 4.16471
H 2.48124 3.49708 4.17013
H 1.00714 3.69760 3.59488
O 0.17651 -1.16661 0.30201
H 0.22585 -0.20420 0.27398
H -0.20452 -1.34350 -0.57109
*
```

Record 2
Below is 40 unconnected molecules or ions with the total composition H80O40 at a distorted geometry, with properties calculated with wB97M-V/def2-TZVPD.

For the HOMO-LUMO gap, the calculation gives 9.77 eV. Its LUMO energy is -0.6 eV. Its energy above the lowest of the compared OMol25 structures with the same formula, charge and spin is 1211.9 kJ/mol. Its largest force on an atom is 5.17 eV Å⁻¹.

Structure (ORCA input):
```
! wB97M-V def2-TZVPD RIJCOSX def2/J DEFGRID3
* xyz 0 1
H 4.32047 1.56442 -0.21178
H 4.91059 1.86490 -1.31354
O 5.21217 1.82160 -0.38333
H 0.64164 1.85540 4.85631
H 0.75086 2.50045 3.38788
O 0.19998 1.98945 4.03245
H 3.35474 4.57533 -0.00141
H 3.95268 5.19103 -1.40788
O 3.98872 5.30079 -0.37027
H -2.83818 -4.53072 1.65608
H -1.43993 -4.55078 1.35713
O -2.06378 -4.24501 2.10898
H -2.76560 -3.59371 -3.12242
H -3.88231 -3.60779 -1.95983
O -3.69045 -3.61051 -2.94607
H -3.12104 5.76160 -1.13415
O -2.75146 5.18059 -0.39271
H 2.09903 4.92709 4.17213
O 1.70710 4.36505 3.55307
H 0.62690 -5.74602 -2.19911
H 0.63021 -4.32381 -3.24681
O 0.22921 -4.91951 -2.66225
H -0.25763 3.53546 0.83562
H -0.97053 4.55190 1.65180
O -0.11086 4.03015 1.69596
H -3.11665 -3.52277 0.42149
H -3.93918 -2.87681 -0.69101
O -3.99910 -3.26168 0.17225
H 4.22840 0.30291 3.99883
H 3.27071 0.13629 3.02496
O 4.09512 0.52521 3.06733
H 0.71178 2.06825 -4.24686
O 0.56589 3.00198 -4.58697
H 2.58579 2.49888 -1.96481
H 2.22913 3.45211 -3.06367
O 2.00072 2.52490 -2.73219
H 1.17255 2.68024 0.90955
H 1.36522 1.10291 0.96663
O 1.79897 1.94838 0.84521
H 0.96803 -2.78162 1.48935
H 1.72836 -3.09408 0.06461
O 0.94058 -2.95994 0.54408
H -3.27429 1.74502 5.22711
H -1.84595 1.60455 5.11155
O -2.51101 1.63763 5.82898
H -0.37941 -0.96799 1.94838
H -0.82468 -0.82361 3.42184
O -0.45942 -1.43427 2.81269
H -0.27173 1.39008 -0.24583
H -1.69460 1.85481 0.38719
O -0.86488 2.10109 -0.04711
H 5.23802 -0.11722 1.94050
O 5.32535 -0.85473 1.33252
H 3.72809 -0.68387 5.72231
H 2.24812 -0.06631 5.83818
O 3.19680 0.14240 5.66376
H 0.63393 -1.97385 3.85269
O 1.54168 -1.88811 4.32003
H -3.16051 3.30063 3.62669
H -3.01541 4.32533 2.47779
O -2.70216 4.05056 3.32028
H 0.41904 -3.92128 5.09172
H 0.88821 -4.33258 3.56727
O 1.04710 -4.41464 4.50461
H -0.14800 -2.03255 -3.56806
H -1.28157 -1.06746 -3.83192
O -0.94565 -1.57935 -3.13320
H 2.77603 0.85430 -6.01323
H 3.35163 0.09958 -4.82982
O 2.57106 0.64814 -5.13093
H 2.83161 -2.01549 -2.76495
H 2.62648 -2.62709 -4.20375
O 3.17073 -1.95465 -3.69436
H 3.64311 -1.22509 1.57632
H 2.16510 -0.40996 1.60050
O 2.68475 -1.12143 1.23421
H -5.16107 0.37345 -0.62241
H -6.20460 -0.28686 -1.49244
O -5.98294 -0.15334 -0.57780
H -4.79978 1.35326 -3.39047
H -3.56105 2.28846 -3.79223
O -4.39596 1.96287 -4.01369
H -1.93488 -4.72155 -2.02892
H -1.22063 -5.61392 -0.99198
O -1.85358 -4.87438 -1.05315
H 3.07598 -1.62280 -0.41579
H 3.58324 -3.07442 -1.18774
O 2.97159 -2.30233 -1.12495
H -3.69408 0.01244 0.09748
O -3.21952 0.50127 -0.82086
H -3.73279 3.65014 -3.15568
H -3.43454 3.14535 -1.68011
O -3.07846 3.59782 -2.46413
H 5.49111 -0.33455 0.48019
H -2.05308 4.62778 -0.76129
H 1.72534 -2.82626 4.46703
H 0.98258 4.63407 3.01859
H -0.20497 3.02728 -5.18347
H -3.01108 -0.26060 -1.35706
O -0.32972 -3.04426 -4.96283
H -1.12664 -2.68796 -5.45526
H 0.27907 -2.35213 -5.44809
O 1.36850 -0.04436 -0.86884
H 2.13764 0.18930 -1.39936
H 1.36013 -1.01376 -0.94781
O -0.34955 0.80369 -3.42385
H -0.77886 0.42497 -2.64634
H 0.59707 0.72961 -3.35726
O -1.64264 1.74357 2.48933
H -1.54355 2.67488 2.56588
H -0.94366 1.25479 2.90477
O -1.71752 -1.13802 0.59687
H -1.33253 -2.01849 0.46302
H -2.13822 -0.93063 1.43839
O 0.27876 -0.66409 -5.75302
H 1.03567 -0.13396 -5.54896
H -0.50711 -0.18670 -5.47778
O -2.58152 -1.92250 4.57454
H -1.88490 -1.97909 5.19950
H -2.51359 -2.68311 3.98936
*
```

Record 3
Below is 40 unconnected molecules or ions with the total composition H80O40 at a distorted geometry, with properties calculated with wB97M-V/def2-TZVPD.

For the HOMO-LUMO gap, the calculation gives 10.35 eV. Its LUMO energy is -0.5 eV. Its energy above the lowest of the compared OMol25 structures with the same formula, charge and spin is 788.0 kJ/mol. Its largest force on an atom is 2.87 eV Å⁻¹.

Structure (ORCA input):
```
! wB97M-V def2-TZVPD RIJCOSX def2/J DEFGRID3
* xyz 0 1
H 5.12465 1.28383 -0.70562
H 4.82882 0.28631 -1.89535
O 4.94781 1.21449 -1.64158
H 0.09959 1.13693 -6.09696
H 1.45159 1.55056 -6.35550
O 0.57992 1.95975 -6.25713
H 0.40314 -0.42056 5.24966
H -0.91881 -1.30446 5.67197
O -0.46719 -0.46381 5.71102
H -3.21134 2.03778 4.30709
H -2.07509 0.99882 4.22293
O -2.52731 1.69056 3.72909
H 3.21287 -1.06921 -1.32768
H 4.49382 -1.88524 -0.46113
O 4.04820 -1.49523 -1.22192
H 2.82674 0.47619 5.43667
O 3.53525 0.34487 6.08981
H 1.63793 -1.72754 -1.42820
O 0.93297 -2.15837 -0.92189
H 2.56349 -0.04608 0.91550
H 3.14028 1.14196 1.60310
O 2.67888 0.28978 1.81555
H -1.16744 0.86963 0.19098
H -1.75793 1.47406 1.27686
O -1.36931 1.82220 0.45485
H -3.79372 5.67767 -1.10365
H -2.61256 5.32718 -0.26297
O -2.87219 5.94623 -0.98461
H -0.16218 -1.85068 -4.12052
H -1.27846 -2.54014 -5.09114
O -0.36512 -2.29672 -4.94221
H 2.21845 -4.51923 -3.32420
O 1.46602 -3.92709 -3.44813
H -0.47925 -5.44101 -2.66437
H -1.41120 -5.79928 -1.45094
O -0.48747 -5.80733 -1.71293
H -1.14945 -3.17121 -2.11868
H -2.48018 -2.29631 -2.34424
O -2.00739 -3.11832 -2.55463
H 2.46798 1.50518 -2.40506
H 2.41496 1.12121 -0.96751
O 1.85564 1.12251 -1.75682
H -3.34857 -5.72433 -1.61358
H -3.52556 -4.20491 -1.00893
O -3.77716 -5.12276 -1.02207
H 3.21844 -2.54436 2.51120
H 3.76814 -3.73726 3.16441
O 3.17896 -3.00131 3.38199
H 2.70818 2.71957 5.51363
H 1.43132 2.16539 6.02011
O 1.88351 2.34625 5.18418
H -0.68369 2.76140 4.81875
O -0.14564 3.43146 4.39252
H -5.23559 -0.56431 -3.30487
H -4.51544 -0.52261 -4.52892
O -5.13347 0.04979 -4.05024
H -1.03567 1.43603 -4.37802
O -0.72161 1.68011 -3.50643
H 1.39758 -0.67299 3.44947
H 1.86424 -1.61081 4.47241
O 1.80316 -0.66037 4.32240
H 1.83666 3.61187 -3.79985
H 2.47785 5.10470 -3.81893
O 2.62106 4.15914 -3.78819
H -3.81914 2.56847 1.46707
H -5.26484 2.19603 1.84376
O -4.73356 2.64241 1.17957
H 0.91830 6.19319 -0.47722
H 1.32265 4.83419 -0.90028
O 1.71689 5.68298 -0.65982
H 1.43898 -3.27344 2.35780
H 0.36827 -2.08611 2.12924
O 1.23457 -2.43651 1.92222
H 3.69861 -4.09935 0.37894
H 5.23890 -3.71257 0.61192
O 4.33357 -3.39294 0.55903
H -0.81842 -1.18285 0.75624
H -0.69063 -0.70235 -0.71113
O -1.28057 -0.74110 0.03655
H -0.08386 1.22322 3.31706
H 0.47902 0.18220 2.20380
O -0.26825 0.69295 2.53281
H -2.32183 0.33364 -2.81889
H -1.18919 0.17203 -1.92064
O -1.74683 -0.36884 -2.47669
H -4.90608 2.46007 -2.03061
H -4.62223 1.95365 -0.48356
O -4.84413 1.73667 -1.40857
H -1.13368 -3.49967 1.70811
O -1.34897 -4.36300 1.30900
H 1.23847 -4.67315 0.51630
H 1.10700 -5.35287 -0.99283
O 1.64727 -4.98566 -0.28501
H 0.67774 3.03484 4.07078
H 3.79814 -0.54337 5.82556
H -0.24725 2.49946 -3.70383
H 1.40223 -2.44916 -0.12166
H 1.00309 -3.92828 -2.60565
H -1.26887 -4.03815 0.39441
O -1.01808 4.68000 -2.80749
H -1.59873 4.65338 -2.03279
H -1.26465 5.42565 -3.34812
O -0.96280 -4.89045 -4.09443
H -1.09382 -3.91002 -4.08250
H -0.05857 -5.05744 -4.39222
O -1.59365 4.28187 0.68218
H -1.93517 3.56589 0.14708
H -1.25100 4.07685 1.55315
O -4.01227 0.09117 0.47818
H -4.90389 0.36563 0.30306
H -3.39961 0.25240 -0.24083
O -1.43690 -1.72759 2.64477
H -2.28543 -1.42360 2.28410
H -1.02116 -0.96594 3.05977
O 0.90791 3.41680 1.31067
H 0.73525 2.77718 0.61542
H 0.29673 4.15716 1.21224
O 3.74125 2.59204 1.04228
H 3.25258 3.33576 0.65407
H 3.46449 2.68706 1.96707
*
```

Record 4
Below is 40 unconnected molecules or ions with the total composition H80O40 at a distorted geometry, with properties calculated with wB97M-V/def2-TZVPD.

For the HOMO-LUMO gap, the calculation gives 9.16 eV. Its LUMO energy is -0.5 eV. Its energy above the lowest of the compared OMol25 structures with the same formula, charge and spin is 1718.8 kJ/mol. Its largest force on an atom is 12.97 eV Å⁻¹.

Structure (ORCA input):
```
! wB97M-V def2-TZVPD RIJCOSX def2/J DEFGRID3
* xyz 0 1
H 3.18562 1.69224 -5.02681
H 4.01003 0.74230 -4.44734
O 3.33623 0.70471 -4.92004
H 0.66732 0.67768 -0.76490
H -0.69980 1.39381 0.07739
O -0.10033 1.40999 -0.67259
H -2.04601 -0.64777 -0.11595
H -3.07993 -0.04173 -1.07307
O -2.51922 0.09833 -0.37012
H -2.17850 2.27175 -1.78061
H -2.95159 3.35899 -2.60422
O -2.97794 2.69566 -1.92138
H -1.08202 4.92213 0.30140
H -0.65661 3.56941 -0.37821
O -0.27975 4.31273 0.00002
H -5.29642 -3.73120 0.05389
O -5.40216 -3.22456 -0.70356
H 1.43691 -1.45270 -2.57943
O 1.81252 -2.13070 -3.31260
H -3.17371 -4.30014 4.33825
H -1.96553 -4.17002 3.33642
O -2.83032 -3.73228 3.72881
H 2.17854 -1.33837 -0.35936
H 0.82025 -1.77927 -0.88189
O 1.51363 -1.08404 -0.75611
H 4.57339 1.94617 -1.76694
H 4.39539 0.63035 -2.53632
O 5.07738 1.19442 -2.33010
H 1.13181 -2.36387 -5.54484
H 0.75479 -1.06822 -6.34751
O 0.65353 -2.01735 -6.25772
H -0.99786 5.58798 -2.09973
O -1.58521 5.48482 -2.79554
H -3.90253 5.48955 -1.07607
H -4.43371 4.02316 -1.20666
O -4.56270 4.98799 -1.51766
H 1.67120 0.20800 5.24855
H 2.63598 -0.58782 6.23795
O 1.90940 0.09445 6.16095
H -0.44834 -2.89348 0.76934
H -1.21734 -1.89287 1.60989
O -1.31856 -2.32296 0.82283
H -3.36935 -2.20837 1.47936
H -4.27820 -2.27208 2.92073
O -4.12037 -2.74786 2.08174
H 4.95127 -1.10972 0.61087
H 3.85615 -0.79917 -0.25491
O 3.98558 -1.11830 0.54688
H 0.62151 -2.90699 3.71560
H 1.99967 -2.38892 3.22391
O 1.57958 -2.84900 4.01907
H -4.81057 2.85836 0.55680
O -5.03310 3.46791 1.32727
H 2.53368 -0.74628 1.36108
H 1.44430 -0.09303 2.15269
O 1.57328 -0.99381 1.75036
H -4.57227 -0.51885 1.46466
O -3.88465 0.04515 1.70199
H 0.92412 -3.55975 -3.84071
H 0.17291 -4.85355 -3.94251
O 0.76942 -4.48602 -3.30932
H 4.82038 0.33904 4.09334
H 3.65098 1.08500 3.40222
O 4.63089 0.81469 3.24680
H 1.41897 3.76653 -1.79087
H 1.24670 2.90728 -0.51001
O 1.78264 3.51198 -0.88067
H -0.40306 -2.09080 -2.76263
H 0.04514 -0.66744 -1.98739
O -0.50551 -1.55102 -2.04559
H 0.28016 1.21393 -2.57436
H 0.96325 0.47101 -3.77174
O 0.87303 0.64213 -2.94082
H -1.65521 -1.36013 4.87941
H -0.15207 -0.73421 5.59654
O -0.88835 -1.34883 5.45140
H -6.24809 2.17527 -1.07281
H -6.62762 1.96576 0.25987
O -5.99840 1.72951 -0.32197
H -2.33360 3.85074 3.17723
H -1.56363 3.51370 4.49030
O -1.54232 3.49732 3.53556
H 4.14945 -3.12232 -3.22361
H 5.30727 -2.33001 -3.63747
O 4.43379 -2.15321 -3.26012
H 5.89474 0.15814 2.03196
H 6.33466 -1.36849 1.84192
O 6.38923 -0.47529 1.31913
H 2.97392 5.27361 0.44662
O 2.07364 5.77223 0.65767
H 0.81785 -5.10385 -0.60342
H 0.86963 -3.57937 -1.26969
O 0.87621 -4.11217 -0.31989
H -4.79281 2.85156 2.05710
H -5.77598 -3.77935 -1.31708
H -3.73703 0.64142 0.98237
H 2.75824 -2.16581 -3.47719
H -1.08328 5.04671 -3.45964
H 1.38895 5.87437 0.00185
O 3.70780 -3.41205 -0.81850
H 4.55594 -2.98780 -1.00695
H 3.05981 -2.66974 -1.01159
O -2.78750 -3.80428 -1.04044
H -3.26108 -3.58341 -0.24730
H -1.83691 -3.35292 -0.84141
O 2.41510 1.97824 2.35157
H 2.57180 2.90789 2.76218
H 2.17903 2.11040 1.44011
O 0.60342 -5.14932 3.39091
H 1.28851 -5.36792 2.84501
H 1.06683 -4.55389 4.12876
O 1.22065 4.19445 2.61597
H 1.53617 4.99893 2.54966
H 0.69673 4.00865 3.49531
O -3.06100 4.66837 0.45462
H -3.76362 4.52932 1.02961
H -2.52891 3.92222 0.35132
O -2.03378 -2.70412 -4.56538
H -2.51181 -3.28707 -3.92755
H -2.69100 -2.25803 -5.02821
*
```

> The lowest LUMO energy belongs to which entry?

number 2

> What is the formula in the second record?

H80O40